Entry 1:
C4H28NO10 | the ωB97M-V functional and the def2-TZVPD basis

## Properties
Net charge: -1
Orbital gap, eV: 9.3

The geometry in XYZ format:
```
43
C4H28NO10 the ωB97M-V functional and the def2-TZVPD basis
H -2.30 1.29 -1.17
C -0.22 -0.58 0.86
H -2.35 -3.13 -0.16
H -0.86 -0.16 1.62
H 2.89 2.17 -0.25
O 0.00 1.15 -3.53
C -1.53 1.24 -0.38
C -0.78 2.56 -0.58
H -0.24 2.35 2.47
H 1.66 -1.99 -3.13
H -2.51 -1.09 2.03
H 3.09 -0.86 0.53
H 1.44 -3.51 -1.19
O 2.28 1.14 2.81
H 1.96 -0.79 -2.20
H -3.56 -0.51 2.94
O -3.19 -3.50 0.26
H -0.13 0.52 -4.23
H 0.26 -0.24 -1.02
H 0.83 2.38 0.52
O 1.48 -1.02 -3.12
H -0.09 2.69 -1.40
H 2.40 0.25 -0.33
O -0.57 1.94 3.30
H 2.40 1.30 1.82
O -3.09 -1.36 2.78
O 2.25 1.56 0.11
O -0.08 2.82 0.62
N -1.67 -1.06 -1.03
H 0.61 0.08 1.11
H -1.33 -1.23 -1.97
H -0.21 -1.70 0.97
O 2.31 -3.20 -1.45
H 1.96 0.19 2.78
H 0.20 0.81 -2.64
H -1.53 3.37 -0.62
H 0.22 1.50 3.62
H -3.19 -3.22 1.17
C -0.76 -0.04 -0.54
H 2.52 -2.42 -0.84
H -1.89 1.38 0.72
H -2.64 -0.88 -1.16
O 2.66 -0.78 -0.33
```

Taken from the Löwdin analysis, the atomic charges in e are: H 0.11; C -0.06; H 0.03; H 0.03; H 0.01; O -0.07; C -0.14; C -0.26; H 0.00; H 0.03; H 0.01; H 0.05; H 0.02; O -0.13; H 0.07; H 0.05; O -0.11; H 0.01; H 0.12; H 0.05; O -0.13; H 0.11; H -0.02; O -0.09; H 0.00; O -0.08; O -0.31; O -0.15; N 0.02; H 0.03; H 0.08; H 0.10; O -0.11; H 0.04; H -0.01; H 0.11; H 0.00; H -0.01; C -0.43; H 0.02; H 0.15; H 0.06; O -0.18

***

Entry 2:
C4H7NO2 | the ωB97M-V functional and the def2-TZVPD basis

## Properties
SMILES string: CC1([N+](=O)[O-])CC1
Orbital gap, eV: 11.1

The geometry in XYZ format:
```
14
C4H7NO2 the ωB97M-V functional and the def2-TZVPD basis
O 2.23 -1.05 -0.02
H 0.39 -2.20 -0.29
H -1.62 0.81 1.18
C -0.55 0.98 -0.73
C -0.39 -1.43 -0.02
H -1.14 -1.53 -0.86
H -0.18 1.78 1.36
H -1.29 0.51 -1.38
N 1.64 0.01 0.09
C 0.14 -0.04 0.20
C -0.69 1.09 0.76
H 0.18 1.66 -1.24
O 2.16 1.11 0.00
H -0.87 -1.71 0.94
```

Taken from the Löwdin analysis, the atomic charges in e are: O 0.06; H 0.10; H 0.10; C -0.05; C -0.04; H 0.10; H 0.09; H 0.10; N -0.33; C -0.36; C -0.04; H 0.12; O 0.07; H 0.09

***

Entry 3:
C34H48CaN6O2PS2 | the ωB97M-V functional and the def2-TZVPD basis

## Properties
Net charge: +1
Orbital gap, eV: 7.1

The geometry in XYZ format:
```
94
C34H48CaN6O2PS2 the ωB97M-V functional and the def2-TZVPD basis
H 4.01 -4.86 0.54
C 5.99 1.09 1.09
S -1.56 -2.17 -0.61
H 0.16 -4.09 1.61
C 0.58 2.09 2.47
C -0.14 0.87 2.60
C 6.60 1.56 -0.04
C 0.43 2.42 4.89
C 1.49 4.11 3.41
O 2.20 -0.88 -2.35
C -5.91 -3.05 1.70
C -5.17 0.42 -4.47
H -2.69 0.76 -3.17
H -1.01 0.68 0.79
C 1.23 -4.26 1.76
H -4.60 0.70 -5.36
H 2.06 3.76 0.09
N -3.61 -1.00 0.62
N -3.26 -0.34 -1.52
C -4.80 -0.99 -4.02
C 4.58 0.94 1.07
H 1.51 -3.89 2.75
H -6.12 -2.71 2.71
C -4.40 -3.20 1.52
H 7.68 1.67 -0.07
H -6.41 -1.06 0.93
C -3.30 -1.21 -3.85
Ca 1.58 0.29 -0.20
O 1.93 -1.86 0.68
H 1.72 -5.05 -1.12
C -0.17 1.20 5.00
C -2.64 -0.28 -2.84
C 3.85 0.51 2.32
N -1.57 2.17 -0.58
H -1.19 4.29 -2.86
H 0.14 4.52 -1.73
H -0.84 -0.76 1.59
H -0.99 -0.51 3.97
C 5.69 2.86 -3.37
H -4.45 -0.44 0.55
C -1.29 3.14 -1.12
H 4.23 -3.50 1.66
H 2.19 -3.51 -1.87
S 1.86 2.26 -2.23
C 1.90 4.46 2.15
C 4.43 1.76 -1.11
H 6.55 0.84 1.97
H 6.14 3.27 -4.26
H 3.05 -0.20 2.10
H -5.18 -1.71 -4.74
H 7.54 2.56 -2.34
C 3.87 -3.79 0.67
C 5.85 1.92 -1.17
H 0.55 -3.72 -1.24
C 1.74 -0.34 -3.24
C 6.47 2.46 -2.32
H -4.09 0.21 -1.39
H -1.59 -0.54 -2.72
C 4.29 2.75 -3.30
H -0.45 0.82 5.98
C -2.88 -1.13 -0.51
H -7.67 -2.24 0.72
H 0.63 3.03 5.76
H 4.44 -3.25 -0.08
H -2.80 -1.07 -4.81
H -5.32 -1.22 -3.08
C 1.60 -3.97 -1.08
H -1.47 5.21 -1.36
H 4.53 0.03 3.02
H -3.92 -1.40 2.63
P 2.13 -3.34 0.52
H -6.25 -2.30 -0.32
C -0.94 4.37 -1.80
H -2.53 -2.21 1.90
C -0.47 0.43 3.86
C -6.59 -2.11 0.70
H 3.69 3.10 -4.13
H -6.23 0.50 -4.72
H -4.95 1.17 -3.71
H -4.04 -3.96 2.22
C 1.68 3.56 1.09
N -0.41 0.14 1.43
H 1.68 4.76 4.26
C 0.82 2.89 3.61
N 1.05 2.42 1.24
H 1.44 -5.33 1.70
H 3.42 1.38 2.81
H -3.11 -2.24 -3.54
C 3.62 2.23 -2.20
N 3.86 1.24 0.01
C -3.58 -1.94 1.74
H -6.36 -4.04 1.61
H 2.42 5.39 1.96
H -4.17 -3.59 0.52
```

Taken from the Löwdin analysis, the atomic charges in e are: H 0.06; C -0.01; S 0.68; H 0.05; C -0.19; C -0.25; C 0.01; C -0.03; C 0.00; O -0.12; C -0.25; C -0.11; H 0.11; H 0.03; C -0.16; H 0.08; H 0.07; N 0.00; N 0.01; C -0.26; C -0.32; H 0.06; H 0.11; C -0.20; H 0.12; H 0.06; C -0.20; Ca 1.19; O -0.52; H 0.07; C -0.07; C -0.23; C -0.01; N 0.17; H 0.09; H 0.04; H 0.03; H 0.11; C -0.07; H 0.12; C -0.26; H 0.06; H 0.05; S 0.52; C -0.03; C -0.22; H 0.11; H 0.11; H 0.05; H 0.11; H 0.11; C -0.16; C -0.16; H -0.01; C -0.02; C -0.04; H 0.14; H 0.07; C -0.12; H 0.11; C -0.81; H 0.07; H 0.12; H 0.06; H 0.12; H 0.09; C -0.17; H 0.09; H 0.09; H 0.13; P 0.55; H 0.07; C -0.06; H 0.07; C -0.01; C -0.11; H 0.10; H 0.07; H 0.06; H 0.11; C -0.14; N 0.02; H 0.12; C -0.16; N 0.04; H 0.06; H 0.09; H 0.11; C -0.61; N 0.03; C -0.22; H 0.11; H 0.11; H 0.11

***

Entry 4:
C4H7NO3 | the ωB97M-V functional and the def2-TZVPD basis

## Properties
SMILES string: CO/C=C/C(=O)NO
Orbital gap, eV: 9.4

The geometry in XYZ format:
```
15
C4H7NO3 the ωB97M-V functional and the def2-TZVPD basis
C 0.55 -1.09 -0.05
C -0.62 -0.33 0.19
H -0.45 0.68 0.52
O 2.74 -1.66 0.09
C 1.91 -0.76 -0.02
H 1.92 1.98 -0.76
N 2.57 0.53 -0.33
H -3.05 0.25 1.31
O 1.83 1.70 0.13
O -1.86 -0.69 -0.23
H 0.27 -2.16 -0.29
H -3.79 -0.29 -0.60
H -2.49 1.23 -0.51
H 3.37 0.38 0.52
C -2.91 0.22 0.03
```

Taken from the Löwdin analysis, the atomic charges in e are: C 0.01; C -0.11; H 0.10; O 0.04; C -0.49; H 0.06; N 0.00; H 0.16; O -0.08; O -0.18; H 0.14; H 0.12; H 0.13; H 0.21; C -0.11

***

For the records above, the corresponding ΔE to the lowest compared entry with this formula, charge and spin values read 35.3, 109.5, 13.9, 145.4 kcal per mole.